[1]
Below is C29H46MnN8S as an isolated structure, with properties calculated with wB97M-V/def2-TZVPD.

Last column: Löwdin charge in e.
Element x y z (Å)
Mn (0.5619, 0.4473, 0.4108)  0.628
C (4.2116, -1.1518, 2.7382)  0.001
C (2.9429, -0.3589, 2.5779)  -0.213
C (1.6874, -0.9350, 2.8151)  0.028
C (0.5184, -0.1803, 2.7930)  -0.283
C (-0.7962, -0.7845, 3.2130)  0.005
C (0.6267, 1.2028, 2.5107)  -0.108
C (1.8676, 1.8125, 2.2625)  -0.257
C (1.9800, 3.3002, 2.0610)  -0.006
C (3.0035, 1.0006, 2.2612)  0.041
H (4.8790, -1.0296, 1.8798)  0.103
H (4.0238, -2.2109, 2.9124)  0.085
H (4.7640, -0.7749, 3.6047)  0.122
H (1.6300, -1.9863, 3.0916)  0.147
H (-1.3156, -1.2366, 2.3712)  0.036
H (-1.4517, -0.0352, 3.6639)  0.107
H (-0.6346, -1.5707, 3.9497)  0.114
H (-0.2334, 1.8380, 2.6673)  0.122
H (2.2203, 3.5482, 1.0231)  0.087
H (2.7912, 3.6967, 2.6720)  0.118
H (1.0641, 3.8199, 2.3434)  0.085
H (3.9761, 1.4629, 2.0970)  0.159
C (-3.8890, -0.2044, 1.1064)  0.017
N (-3.5151, 1.2161, 0.9378)  -0.089
C (-4.6932, 2.1241, 0.8840)  0.023
C (-2.2814, 1.6471, 0.7098)  -0.320
N (-1.3636, 0.7637, 0.1053)  0.082
C (-1.7531, -0.0418, -0.8974)  -0.225
C (-2.8619, 0.1991, -1.7424)  -0.025
C (-3.1459, -0.6768, -2.7463)  0.021
C (-2.3081, -1.8247, -2.9935)  0.024
C (-1.2144, -2.0714, -2.2262)  0.007
C (-0.9123, -1.2122, -1.1396)  -0.206
N (0.1356, -1.3501, -0.3113)  0.082
C (0.7445, -2.6101, -0.1873)  -0.322
N (2.0531, -2.7355, -0.1523)  -0.070
C (2.7163, -3.9045, 0.4779)  0.020
C (2.9623, -1.7434, -0.7436)  -0.003
N (-0.0482, -3.6697, -0.1129)  -0.106
C (0.3046, -4.9790, -0.7215)  0.016
C (-1.4061, -3.6295, 0.4748)  0.022
N (-1.9078, 2.8744, 1.0365)  -0.092
C (-0.8956, 3.6249, 0.2619)  -0.002
C (-2.4554, 3.5868, 2.2250)  0.016
H (-4.3767, -0.5863, 0.2088)  0.105
H (-4.5967, -0.2748, 1.9290)  0.123
H (-3.0248, -0.8133, 1.3440)  0.064
H (-5.4592, 1.6225, 0.2934)  0.114
H (-4.4356, 3.0580, 0.3985)  0.104
H (-5.1032, 2.3182, 1.8730)  0.116
H (-3.4778, 1.0796, -1.5998)  0.139
H (-4.0054, -0.4946, -3.3858)  0.145
H (-2.5397, -2.4885, -3.8219)  0.144
H (-0.5711, -2.9140, -2.4548)  0.136
H (2.0266, -4.4432, 1.1179)  0.104
H (3.5330, -3.5277, 1.0879)  0.091
H (3.1282, -4.5783, -0.2714)  0.117
H (2.7475, -1.5634, -1.7925)  0.104
H (3.9756, -2.1219, -0.6584)  0.114
H (2.9494, -0.8036, -0.2096)  0.033
H (1.2022, -4.8998, -1.3267)  0.101
H (-0.5246, -5.2720, -1.3665)  0.114
H (0.4321, -5.7502, 0.0349)  0.116
H (-1.5790, -2.6909, 0.9921)  0.062
H (-1.4926, -4.4418, 1.1954)  0.122
H (-2.1688, -3.7743, -0.2923)  0.109
H (0.0685, 3.1465, 0.2578)  -0.002
H (-0.7814, 4.5991, 0.7263)  0.113
H (-1.2187, 3.7797, -0.7670)  0.112
H (-2.8903, 2.8794, 2.9264)  0.107
H (-3.1955, 4.3373, 1.9578)  0.112
H (-1.6231, 4.0963, 2.7118)  0.104
C (3.3406, 2.4806, -3.6700)  0.031
N (1.9376, 2.0459, -3.9104)  -0.086
C (1.3024, 2.0518, -5.1469)  0.029
C (0.0500, 1.6014, -4.9569)  0.009
N (-0.0575, 1.3394, -3.5981)  0.113
C (1.0968, 1.6104, -2.9779)  -0.605
S (1.5575, 1.5200, -1.2961)  0.850
H (3.7603, 2.8020, -4.6162)  0.113
H (3.9245, 1.6501, -3.2828)  0.100
H (3.3575, 3.3126, -2.9723)  0.102
H (1.7979, 2.3816, -6.0488)  0.160
H (-0.7603, 1.4628, -5.6570)  0.149
H (-0.8882, 1.0057, -3.1393)  0.124

Cartesian forces (eV/Å) of the 6 atoms listed first:
-0.28 -0.66 -0.29
-0.08 0.09 -0.05
0.28 -0.19 -0.10
-0.05 -0.27 -0.23
-0.18 0.13 0.29
0.03 0.10 0.14

The HOMO energy (spin up / spin down) is -19.59 / -19.78 eV. Its multiplicity is 4. Its net charge is +4. The value obtained for the calculated total energy is -84857.03374 eV. As for the LUMO energy (spin up / spin down): -13.9 / -13.9 eV. The gap between HOMO and LUMO (spin up / spin down) comes out at 0.2092 / 0.2158 Ha.


[2]
Below is C2H3Br2NO2 as an isolated structure, with properties calculated with wB97M-V/def2-TZVPD.

Last column: natural (NBO) charge in e.
Element x y z (Å)
C (-1.7372, -0.0907, -0.7214)  -0.484
C (1.1916, 0.0892, -0.1794)  -0.185
N (0.8404, 0.1492, 1.2356)  0.427
O (0.4601, 1.2363, 1.6300)  -0.376
O (0.7825, -0.8985, 1.8261)  -0.357
Br (1.8003, -1.5821, -0.8071)  0.191
Br (1.7097, 1.6437, -0.9272)  0.257
H (-0.9073, -0.5381, -1.4007)  0.175
H (-2.2354, -0.9113, -0.1080)  0.181
H (-1.9047, 0.9022, -0.5479)  0.170

Cartesian forces (eV/Å) of the 6 atoms listed first:
1.61 -5.21 -0.63
0.49 -1.25 0.39
-1.13 0.24 -0.90
0.36 0.02 0.44
0.26 -0.41 0.68
-0.24 0.80 0.14

The HOMO energy (spin up / spin down) is -9.21 / -9.40 eV. Its net charge is 0. Its relative energy (zero: lowest compared OMol25 entry of this formula, charge and spin) is 4.528 eV. The value obtained for the calculated total energy is -147785.42765 eV. As for the LUMO energy (spin up / spin down): -2.2 / -0.3 eV. The gap between HOMO and LUMO (spin up / spin down) comes out at 0.2575 / 0.3351 Ha.


[3]
Below is an isolated molecule of C12H25N3, with properties calculated with wB97M-V/def2-TZVPD.

Last column: natural (NBO) charge in e.
Element x y z (Å)
C (0.1225, 0.1791, 1.6522)  -0.628
C (-0.2745, -0.4218, 0.2792)  -0.208
C (0.9180, -0.4198, -0.7273)  -0.397
C (2.2681, -1.0298, -0.2057)  -0.388
C (2.1528, -2.4687, 0.3684)  -0.403
C (3.5254, -2.9122, 0.8856)  -0.211
N (3.2951, -4.2757, 1.3791)  -0.852
C (-1.5523, 0.2968, -0.3325)  0.159
C (-2.7758, 0.0302, 0.5342)  -0.631
C (-1.8480, -0.1858, -1.7487)  -0.630
N (-1.2965, 1.7514, -0.3865)  -0.690
C (-2.1687, 2.7412, -1.0658)  -0.186
C (-1.4983, 4.1249, -1.1454)  -0.525
C (-1.4109, 4.7110, 0.1804)  0.282
N (-1.3964, 5.2357, 1.2305)  -0.326
H (0.6188, 1.1489, 1.5611)  0.205
H (0.7665, -0.5087, 2.1936)  0.218
H (-0.7356, 0.2956, 2.3061)  0.212
H (-0.5838, -1.4316, 0.4975)  0.202
H (0.6720, -0.9535, -1.6363)  0.199
H (1.1435, 0.5909, -1.0258)  0.212
H (2.6247, -0.3861, 0.6086)  0.190
H (2.9897, -1.0233, -1.0091)  0.200
H (1.4713, -2.4739, 1.2148)  0.204
H (1.7577, -3.1074, -0.4203)  0.194
H (4.3002, -2.9062, 0.1044)  0.164
H (3.8912, -2.2870, 1.7116)  0.190
H (3.9970, -4.5503, 2.0351)  0.357
H (3.2106, -4.9817, 0.6229)  0.357
H (-2.6942, 0.5154, 1.4944)  0.208
H (-3.6810, 0.4392, 0.0264)  0.207
H (-2.8688, -1.0213, 0.7758)  0.210
H (-1.8610, -1.2675, -1.8332)  0.218
H (-1.1712, 0.2635, -2.4840)  0.218
H (-2.8283, 0.1500, -2.0893)  0.205
H (-0.9329, 2.0993, 0.5077)  0.376
H (-3.1011, 2.8535, -0.5202)  0.175
H (-2.4329, 2.4492, -2.1058)  0.203
H (-0.5214, 3.9733, -1.6357)  0.258
H (-2.0913, 4.7632, -1.7979)  0.253

Cartesian forces (eV/Å) of the 6 atoms listed first:
-0.12 -0.16 -0.44
0.17 1.18 -0.39
0.65 -0.72 0.89
-1.61 -0.08 0.89
0.88 2.02 -0.42
-0.75 -1.25 -0.42

The HOMO energy is -8.64 eV. The SMILES is C[C@H](CCCCN)C(C)(C)NCCC#N. Its net charge is 0. The value obtained for the calculated total energy is -17319.35913 eV. As for the LUMO energy: 0.7 eV. The gap between HOMO and LUMO comes out at 0.3441 Ha.


[4]
Below is an isolated molecule of C4H12N2O, with properties calculated with wB97M-V/def2-TZVPD.

Last column: natural (NBO) charge in e.
Element x y z (Å)
C (1.0338, 1.6054, -0.0378)  -0.625
C (0.0908, 0.4053, -0.4137)  -0.061
C (-1.2313, 0.8329, -1.0438)  -0.228
N (-2.2631, -0.1870, -1.0470)  -0.845
N (-0.1060, -0.3872, 0.8104)  -0.650
C (0.5557, -1.6541, 0.8249)  0.096
O (1.9599, -1.4360, 1.1335)  -0.780
H (0.6360, 2.3249, 0.6888)  0.195
H (1.8979, 1.1786, 0.4333)  0.229
H (1.1405, 2.1914, -0.9487)  0.208
H (0.7238, -0.1384, -1.1334)  0.185
H (-1.6020, 1.7030, -0.4687)  0.187
H (-1.1454, 1.1741, -2.0787)  0.194
H (-1.9898, -1.0934, -1.4043)  0.350
H (-2.7332, -0.3867, -0.1731)  0.366
H (0.0955, 0.1168, 1.6599)  0.369
H (0.5451, -2.0462, -0.1952)  0.164
H (0.0385, -2.3273, 1.5097)  0.166
H (2.3533, -1.8762, 1.8839)  0.479

Cartesian forces (eV/Å) of the 6 atoms listed first:
-1.71 -0.02 -0.54
1.51 1.22 1.22
-0.64 -0.01 0.63
-0.88 -0.39 -0.27
-0.54 -0.75 -0.86
0.57 0.73 0.13

The HOMO energy is -8.82 eV. The SMILES is C[C@H](CN)NCO. Its net charge is 0. Its relative energy (zero: lowest compared OMol25 entry of this formula, charge and spin) is 1.698 eV. The value obtained for the calculated total energy is -9369.49543 eV. As for the LUMO energy: 0.9 eV. The gap between HOMO and LUMO comes out at 0.3573 Ha.


- net charge of number 2 (C2H3Br2NO2)?
  0


What did the fourth record say?
Below is an isolated molecule of C4H12N2O, with properties calculated with wB97M-V/def2-TZVPD.

Last column: natural (NBO) charge in e.
Element x y z (Å)
C (1.0338, 1.6054, -0.0378)  -0.625
C (0.0908, 0.4053, -0.4137)  -0.061
C (-1.2313, 0.8329, -1.0438)  -0.228
N (-2.2631, -0.1870, -1.0470)  -0.845
N (-0.1060, -0.3872, 0.8104)  -0.650
C (0.5557, -1.6541, 0.8249)  0.096
O (1.9599, -1.4360, 1.1335)  -0.780
H (0.6360, 2.3249, 0.6888)  0.195
H (1.8979, 1.1786, 0.4333)  0.229
H (1.1405, 2.1914, -0.9487)  0.208
H (0.7238, -0.1384, -1.1334)  0.185
H (-1.6020, 1.7030, -0.4687)  0.187
H (-1.1454, 1.1741, -2.0787)  0.194
H (-1.9898, -1.0934, -1.4043)  0.350
H (-2.7332, -0.3867, -0.1731)  0.366
H (0.0955, 0.1168, 1.6599)  0.369
H (0.5451, -2.0462, -0.1952)  0.164
H (0.0385, -2.3273, 1.5097)  0.166
H (2.3533, -1.8762, 1.8839)  0.479

Cartesian forces (eV/Å) of the 6 atoms listed first:
-1.71 -0.02 -0.54
1.51 1.22 1.22
-0.64 -0.01 0.63
-0.88 -0.39 -0.27
-0.54 -0.75 -0.86
0.57 0.73 0.13

The HOMO energy is -8.82 eV. The SMILES is C[C@H](CN)NCO. Its net charge is 0. Its relative energy (zero: lowest compared OMol25 entry of this formula, charge and spin) is 1.698 eV. The value obtained for the calculated total energy is -9369.49543 eV. As for the LUMO energy: 0.9 eV. The gap between HOMO and LUMO comes out at 0.3573 Ha.